Entry 1:
DFT (ωB97M-V/def2-TZVPD) results for C16H21AuClN4O4S as an isolated structure.

Last column: natural (NBO) charge in e.
Element x y z (Å)
1 Au 0.1281 -1.5961 0.8445  1.0024
2 N -1.0932 -5.6009 -0.2623  -0.7843
3 C -0.7648 -4.4052 0.2507  0.6959
4 O -0.4089 -3.4761 -0.4857  -0.6555
5 C -0.8455 -4.2267 1.7474  -0.5342
6 C 0.1634 -3.1836 2.2197  -0.6883
7 H -1.0798 -5.7290 -1.2588  0.4118
8 H -1.3966 -6.3585 0.3211  0.4067
9 H -0.7012 -5.1922 2.2440  0.2168
10 H -1.8651 -3.9014 1.9701  0.2434
11 H 1.1826 -3.5766 2.2008  0.2065
12 H -0.0668 -2.8013 3.2123  0.2134
13 C -0.7886 1.5898 5.9658  -0.5943
14 C -0.1342 2.3885 4.8313  -0.4486
15 C 0.5814 1.4895 3.8675  0.0690
16 N 0.0077 0.7743 2.9680  -0.2520
17 N 0.8896 -0.0111 2.2647  -0.4078
18 C 2.1364 0.1339 2.6165  0.2518
19 N 3.1554 -0.5357 2.0258  -0.7932
20 S 2.3201 1.2622 3.9115  0.3597
21 H -1.3128 2.2605 6.6485  0.2220
22 H -0.0394 1.0387 6.5392  0.2101
23 H -1.5028 0.8737 5.5584  0.2192
24 H 0.5678 3.1135 5.2404  0.2212
25 H -0.8973 2.9280 4.2720  0.2378
26 H 2.9897 -0.7857 1.0567  0.4430
27 H 4.0948 -0.2642 2.2512  0.4023
28 C 0.6556 0.1159 -3.9679  -0.6625
29 C -0.2589 1.2762 -4.2418  0.0132
30 C -0.7804 1.4417 -5.4976  -0.2187
31 C -1.7642 2.4063 -5.7693  0.0579
32 Cl -2.3441 2.5720 -7.3504  0.1535
33 C -2.3164 3.2121 -4.7455  -0.2303
34 C -1.8225 3.0852 -3.4940  -0.1316
35 C -0.7338 2.1915 -3.2311  0.4378
36 O -0.2672 2.3155 -2.0391  -0.3485
37 C 1.0542 1.9303 -1.6142  -0.2013
38 C 1.0684 0.5849 -0.8601  0.7655
39 O 2.1975 0.2121 -0.5413  -0.7089
40 O -0.0735 0.0577 -0.6805  -0.7705
41 H 0.5001 -0.6476 -4.7265  0.2431
42 H 0.4514 -0.3244 -2.9935  0.2679
43 H 1.7083 0.3989 -4.0028  0.2472
44 H -0.4404 0.7975 -6.2987  0.2501
45 H -3.0990 3.9232 -4.9709  0.2580
46 H -2.1895 3.6821 -2.6686  0.2500
47 H 1.3704 2.6829 -0.8998  0.2383
48 H 1.7641 1.8777 -2.4274  0.2148

Force components x, y, z for each atom (eV/Å):
-0.07 -0.08 0.22
0.00 0.14 0.06
0.08 0.02 -0.02
-0.15 -0.13 -0.15
0.17 -0.04 0.09
-0.06 0.29 -0.36
0.00 0.01 -0.06
0.01 -0.01 0.05
-0.05 0.00 -0.01
-0.02 0.00 -0.02
-0.06 0.01 0.07
0.00 -0.09 -0.01
0.07 0.02 -0.02
-0.06 -0.28 0.03
0.20 -0.11 -0.08
0.09 -0.12 0.01
-0.29 0.28 0.05
0.23 -0.04 -0.06
-0.17 -0.07 0.24
-0.07 0.06 0.06
0.02 -0.05 -0.05
-0.05 0.03 -0.03
0.02 0.04 0.03
0.00 0.08 -0.03
0.01 0.06 -0.02
-0.03 0.13 -0.03
0.05 0.05 0.03
0.01 0.08 0.04
-0.01 -0.07 0.03
-0.02 0.06 -0.07
-0.03 -0.01 -0.02
-0.01 0.01 -0.02
-0.02 0.01 -0.13
-0.03 -0.08 0.07
-0.13 -0.12 -0.28
0.39 0.42 0.39
0.12 -0.70 0.52
-0.41 0.14 -0.22
-0.36 -0.12 -0.01
0.83 -0.20 0.23
-0.01 0.01 -0.03
-0.03 -0.02 -0.04
0.02 0.04 0.02
-0.09 0.02 -0.01
0.01 -0.06 -0.06
0.08 -0.03 -0.03
-0.11 0.22 -0.07
-0.07 0.18 -0.28

E_LUMO (spin up / spin down)	-0.1028 / -0.2325	Eh
HOMO energy (spin up / spin down)	-9.44 / -11.19	eV
charge	+1
spin multiplicity	3

=====

Entry 2:
DFT (ωB97M-V/def2-TZVPD) results for C16H21BCl2O4Pd as an isolated structure at a distorted geometry.

Last column: Löwdin charge in e.
Element x y z (Å)
1 C 0.3160 -1.1428 -1.8922  -0.2685
2 C 1.1556 -0.0005 -2.1045  -0.2873
3 C 0.3271 1.1565 -2.1390  -0.2208
4 C 2.6107 -0.0056 -2.3538  -0.1004
5 C -1.0357 0.7410 -2.0172  -0.2551
6 C -1.0546 -0.6764 -1.8459  -0.2480
7 C -2.2555 -1.5305 -1.8465  -0.0502
8 C 0.7419 -2.5496 -1.9222  -0.0598
9 C 0.7902 2.5294 -2.4246  -0.0276
10 C -2.2053 1.6218 -2.1812  -0.0644
11 Pd 0.0835 0.0391 0.2882  0.8916
12 Cl 4.8290 1.4892 0.7792  -0.8308
13 Cl 2.3266 -0.5577 0.6942  0.1520
14 O -1.8174 0.7148 0.8445  -0.3787
15 H 3.0601 -0.9417 -2.0151  0.0537
16 H 3.1073 0.7869 -1.7798  0.0412
17 H 2.8660 0.1347 -3.4149  0.0805
18 H 1.7673 2.7129 -1.9616  0.0914
19 H 0.0690 3.2662 -2.0530  0.0726
20 H 0.9068 2.7194 -3.5030  0.0879
21 H -2.0462 2.5739 -1.6615  0.0733
22 H -3.1090 1.1539 -1.7813  0.0675
23 H -2.4033 1.8759 -3.2350  0.0785
24 H -3.0758 -1.0204 -1.3300  0.0765
25 H -2.0580 -2.4817 -1.3431  0.0692
26 H -2.6191 -1.7676 -2.8605  0.0811
27 H 1.7089 -2.6579 -1.4226  0.0659
28 H 0.8542 -2.9468 -2.9451  0.0816
29 H 0.0148 -3.1805 -1.4019  0.0688
30 H -1.6974 1.6141 1.2065  -0.0406
31 O -0.5721 -1.7508 0.9139  -0.4146
32 H -1.4237 -1.4084 1.2847  -0.0356
33 O 0.9093 -0.1123 3.0836  0.0796
34 B 0.3162 0.6832 2.1079  -0.7076
35 O -0.0920 1.9437 2.7026  0.0970
36 C -0.0118 1.7247 4.0541  -0.1971
37 C -0.5231 2.4124 5.1450  -0.0173
38 C -0.3526 1.8635 6.4371  -0.1386
39 C 0.2978 0.6581 6.6264  -0.1324
40 C 0.8092 -0.0455 5.5224  -0.0081
41 C 0.6411 0.4938 4.2720  -0.2010
42 H -1.0433 3.3548 5.0416  0.0978
43 H -0.7292 2.3870 7.3170  0.0809
44 H 0.4306 0.2351 7.6198  0.0827
45 H 1.3211 -0.9942 5.6201  0.1130

Force components x, y, z for each atom (eV/Å):
0.68 1.60 -0.97
-0.84 -1.37 0.20
-0.71 -0.59 -0.64
0.65 0.05 0.27
0.48 -1.32 0.00
0.37 1.49 -0.88
-0.55 -0.33 0.26
0.23 -0.75 0.22
0.17 0.49 0.20
-0.49 0.44 0.16
0.78 0.69 -3.94
0.45 0.36 -0.16
1.12 -0.70 0.00
-1.44 0.89 0.61
-0.04 0.13 -0.04
0.03 -0.15 0.00
-0.22 0.00 0.03
-0.18 0.02 0.00
0.19 -0.07 0.01
-0.04 -0.19 0.10
-0.15 -0.15 0.06
0.13 0.14 0.08
0.12 -0.14 0.06
0.11 -0.15 0.07
-0.05 0.22 0.08
0.22 0.14 0.05
-0.14 -0.02 0.03
-0.07 0.23 0.07
0.18 0.10 0.06
-0.16 -0.62 -0.18
-1.97 -1.29 0.76
0.83 -0.58 -0.32
-0.54 0.29 1.27
1.02 1.81 1.97
-0.33 -0.41 1.05
0.22 -0.43 0.41
0.21 0.02 0.07
-0.02 0.14 -0.11
0.33 -0.25 -0.33
0.09 0.07 0.23
-0.46 -0.02 -0.28
-0.03 0.03 -0.17
-0.02 0.02 -0.32
-0.09 0.16 -0.09
-0.07 -0.02 0.06

E_LUMO (spin up / spin down)	0.1836 / 0.1256	Eh
HOMO energy (spin up / spin down)	1.09 / -0.77	eV
charge	-2
spin multiplicity	5

=====

Entry 3:
DFT (ωB97M-V/def2-TZVPD) results for C16H21BiBrNOPTe as an isolated structure at a distorted geometry.

Last column: natural (NBO) charge in e.
Element x y z (Å)
1 Bi 0.2733 0.1531 1.5960  0.9328
2 O -5.1815 -3.0288 0.9935  -0.5702
3 C -4.0902 -2.3123 1.1182  0.4434
4 C -4.0655 -0.9484 1.4561  -0.2990
5 C -2.8541 -0.3250 1.5611  0.0645
6 N -1.6765 -0.9645 1.3539  -0.6488
7 C -1.7128 -2.2748 1.0228  0.1357
8 Br -0.0562 -3.1127 0.7548  0.1965
9 C -2.8744 -2.9824 0.8921  -0.2989
10 H -5.9978 -2.5312 1.1605  0.5234
11 H -4.9752 -0.3896 1.6310  0.2727
12 H -2.7941 0.7252 1.8199  0.2373
13 H -2.8743 -4.0285 0.6202  0.2916
14 C -0.2511 1.3353 -4.0943  -0.6723
15 Te 0.0623 1.0569 -2.0227  0.9832
16 C 2.0481 1.6792 -2.4282  -0.6589
17 C 2.1198 2.1427 -3.8418  -0.0930
18 C 3.2673 2.7319 -4.3611  -0.1866
19 C 3.2950 3.0856 -5.6920  -0.1464
20 C 2.1614 2.8740 -6.5307  -0.1431
21 C 1.0217 2.2838 -6.0371  -0.2190
22 C 0.9764 1.9219 -4.6920  0.0267
23 H -1.1158 1.9955 -4.2109  0.2918
24 H -0.5183 0.3765 -4.5488  0.2925
25 H 2.6760 0.7908 -2.2938  0.2820
26 H 2.3890 2.4380 -1.7227  0.2812
27 H 4.1330 2.8967 -3.7338  0.2372
28 H 4.1904 3.5211 -6.1170  0.2527
29 H 2.1986 3.2004 -7.5622  0.2540
30 H 0.1655 2.1212 -6.6779  0.2422
31 C 2.0284 -2.0782 4.0818  -0.9653
32 P 0.6778 -0.8922 4.0213  1.0627
33 C -0.8198 -1.6805 4.6326  -0.9670
34 C 1.0880 0.4761 5.1190  -0.9694
35 H 2.1575 -2.3822 5.1238  0.2929
36 H 2.9564 -1.6273 3.7307  0.2802
37 H 1.7983 -2.9566 3.4803  0.2758
38 H -0.6427 -1.9778 5.6694  0.2967
39 H -1.0496 -2.5726 4.0494  0.2694
40 H -1.6628 -0.9903 4.6064  0.2700
41 H 1.2269 0.0803 6.1280  0.2937
42 H 0.2854 1.2133 5.1372  0.2765
43 H 2.0161 0.9564 4.8068  0.2787

Force components x, y, z for each atom (eV/Å):
-0.03 -0.25 0.46
0.05 0.14 0.02
-0.16 -0.15 -0.03
0.08 0.04 0.00
-0.09 0.02 0.00
0.07 0.01 0.04
-0.14 -0.06 0.01
0.08 -0.02 -0.02
0.11 0.11 0.01
0.01 -0.05 -0.01
-0.01 -0.01 0.01
-0.01 0.00 0.01
-0.01 -0.02 0.01
-0.39 -0.02 -0.34
0.28 0.20 -0.62
0.36 0.02 0.08
-1.64 -0.19 -1.42
-0.14 -0.17 0.11
-0.88 -0.09 -0.98
1.23 0.33 0.55
-0.15 -0.07 0.37
1.80 0.43 1.03
-0.11 -0.04 0.15
-0.09 -0.13 0.17
-0.07 -0.10 0.20
-0.13 -0.02 0.18
0.04 0.01 0.01
-0.07 0.05 0.03
0.04 -0.09 0.03
-0.03 0.02 -0.02
-0.01 -0.03 -0.09
0.03 0.11 0.12
-0.03 -0.04 -0.07
0.00 0.04 -0.03
0.00 0.00 0.00
0.00 0.01 0.01
0.00 0.00 0.01
0.00 0.00 0.00
0.00 0.00 0.00
0.01 0.01 0.01
0.00 -0.01 0.00
0.00 0.00 0.01
0.00 0.00 0.00

E_LUMO (spin up / spin down)	-0.4351 / -0.4165	Eh
HOMO energy (spin up / spin down)	-16.24 / -16.45	eV
charge	+3
spin multiplicity	1

=====

Entry 4:
DFT (ωB97M-V/def2-TZVPD) results for C16H21Cl3OSTc as an isolated structure at a distorted geometry.

Last column: natural (NBO) charge in e.
Element x y z (Å)
1 C 0.6879 -2.0210 0.4925  -0.1421
2 C 1.9592 -1.3369 0.3409  -0.0629
3 C 2.0834 -0.9505 -1.0368  0.0858
4 C 3.0469 -1.3484 1.3291  -0.7094
5 C 0.8910 -1.3318 -1.7295  -0.0929
6 C 0.0166 -1.9814 -0.7962  0.0329
7 C -1.1582 -2.8459 -1.1552  -0.6470
8 C 0.3060 -2.8745 1.6502  -0.6218
9 C 3.2586 -0.2819 -1.6462  -0.6690
10 C 0.6589 -1.1593 -3.1891  -0.6376
11 Tc 0.1201 -0.0189 0.2863  0.7842
12 Cl 3.2723 1.7440 1.6437  -0.9148
13 Cl 0.5175 0.4853 2.4658  -0.3245
14 Cl 1.2471 1.8053 -0.5142  -0.3038
15 H 2.6993 -1.6465 2.3173  0.2148
16 H 3.4161 -0.3019 1.4233  0.3168
17 H 3.8955 -1.9580 1.0010  0.1818
18 H 3.7572 0.3570 -0.9073  0.2854
19 H 2.9743 0.3208 -2.5182  0.2210
20 H 3.9911 -1.0267 -1.9922  0.1980
21 H 0.9552 -0.1501 -3.5211  0.2317
22 H -0.3926 -1.3288 -3.4559  0.2224
23 H 1.2667 -1.8765 -3.7682  0.1888
24 H -1.7658 -2.3954 -1.9587  0.2213
25 H -1.8075 -3.0206 -0.2830  0.2268
26 H -0.8096 -3.8357 -1.5105  0.1974
27 H 0.6036 -2.3990 2.5892  0.2411
28 H 0.8027 -3.8533 1.5969  0.1854
29 H -0.7748 -3.0386 1.6853  0.2194
30 O -1.7220 -0.3606 0.8778  -0.9321
31 H -2.3653 -0.4244 0.1464  0.4589
32 S -1.3786 1.1241 -1.5995  -0.2842
33 C -2.3146 2.3154 -0.7992  -0.1436
34 C -3.4861 2.8154 -1.4311  -0.2590
35 C -4.2501 3.7824 -0.7929  -0.2344
36 C -3.8733 4.2604 0.4715  -0.2993
37 C -2.7165 3.7755 1.1014  -0.1957
38 C -1.9404 2.8100 0.4692  -0.2381
39 H -3.7603 2.4036 -2.3973  0.2013
40 H -5.1466 4.1625 -1.2846  0.1810
41 H -4.4810 5.0056 0.9794  0.1802
42 H -2.4106 4.1382 2.0837  0.1976
43 H -1.0506 2.4015 0.9501  0.2381

Force components x, y, z for each atom (eV/Å):
1.04 -1.34 -0.97
0.03 -2.18 -1.37
-1.05 -0.36 1.03
0.61 0.89 0.30
-0.01 -0.68 0.46
1.08 -0.77 0.10
-0.40 0.25 -0.04
-0.09 -0.11 0.34
0.28 0.28 -0.04
0.00 0.21 -0.34
-1.54 2.63 -0.86
1.52 0.96 0.64
-0.19 -0.06 0.85
0.25 1.27 -0.10
0.07 -0.11 -0.05
-0.04 -0.54 0.21
-0.11 -0.28 0.01
-0.18 0.03 -0.10
0.01 -0.04 0.28
-0.15 -0.06 0.09
-0.26 -0.26 0.10
0.25 0.18 0.09
-0.10 0.10 0.10
0.17 -0.12 0.33
0.19 0.18 -0.30
-0.03 0.39 0.13
-0.11 -0.03 -0.11
-0.03 0.03 -0.03
0.11 0.10 0.02
-0.78 -0.46 0.07
0.58 0.33 0.25
-0.61 -1.12 -1.64
-0.44 0.34 0.25
0.52 0.10 0.76
0.20 0.02 0.22
0.05 0.05 0.12
-0.19 -0.18 -0.53
-0.31 0.08 -0.06
0.00 0.09 0.08
0.10 -0.01 0.16
0.01 -0.03 -0.10
-0.16 -0.03 -0.22
-0.29 0.26 -0.11

E_LUMO (spin up / spin down)	0.1841 / 0.1832	Eh
HOMO energy (spin up / spin down)	0.37 / -0.51	eV
charge	-2
spin multiplicity	4

=====

Entry 5:
DFT (ωB97M-V/def2-TZVPD) results for the molecule C16H21ClN2O3.

Last column: natural (NBO) charge in e.
Element x y z (Å)
1 C -5.0035 -1.9587 -1.1237  -0.6078
2 C -3.5793 -2.1164 -1.6434  -0.3925
3 C -2.5497 -1.3391 -0.8240  -0.3989
4 C -2.3661 -1.9005 0.5874  -0.2291
5 N -1.3352 -1.1828 1.3026  -0.6149
6 C -0.1233 -1.7001 1.5536  0.6633
7 O 0.2101 -2.8426 1.3195  -0.6300
8 C 0.8376 -0.6724 2.1746  -0.3130
9 N 1.3237 0.2455 1.1576  -0.4118
10 C 0.6064 1.3672 0.9037  0.6795
11 O -0.4518 1.5944 1.4647  -0.6397
12 C 1.1988 2.2872 -0.1587  0.0158
13 C 0.7314 3.7348 0.0061  -0.4001
14 C -0.6801 3.9520 -0.5213  -0.6106
15 O 2.6188 2.2877 -0.1370  -0.4790
16 C 3.1762 1.0432 -0.1414  0.2712
17 C 4.4145 0.8453 -0.7319  -0.2296
18 C 4.9809 -0.4169 -0.7555  -0.2259
19 C 4.2862 -1.4841 -0.2095  -0.0617
20 Cl 4.9636 -3.0697 -0.2801  0.0135
21 C 3.0557 -1.3054 0.4043  -0.2116
22 C 2.5123 -0.0297 0.4663  0.0897
23 H -5.7036 -2.4510 -1.7944  0.2121
24 H -5.2725 -0.9063 -1.0619  0.2004
25 H -5.1138 -2.4027 -0.1380  0.2002
26 H -3.5393 -1.7586 -2.6747  0.2030
27 H -3.3079 -3.1739 -1.6497  0.1988
28 H -2.8510 -0.2904 -0.7569  0.1927
29 H -1.5845 -1.3790 -1.3351  0.2073
30 H -3.2982 -1.8274 1.1534  0.1934
31 H -2.0540 -2.9462 0.5407  0.2288
32 H -1.4822 -0.1944 1.4704  0.4246
33 H 0.3094 -0.0812 2.9275  0.2430
34 H 1.6853 -1.1841 2.6304  0.2343
35 H 0.8590 1.9003 -1.1390  0.1912
36 H 1.4402 4.3635 -0.5354  0.2198
37 H 0.7779 4.0013 1.0628  0.2154
38 H -0.9639 4.9937 -0.3984  0.2146
39 H -0.7396 3.7001 -1.5782  0.1987
40 H -1.3836 3.3338 0.0285  0.2282
41 H 4.9226 1.6911 -1.1652  0.2321
42 H 5.9448 -0.5738 -1.2112  0.2311
43 H 2.5277 -2.1535 0.8105  0.2533

Force components x, y, z for each atom (eV/Å):
0.17 -0.12 -0.13
-0.02 0.25 0.09
-0.04 -0.34 0.02
-0.03 -0.03 -0.26
-0.46 0.24 -0.01
0.22 0.47 0.41
0.20 -0.42 -0.11
-0.19 -0.20 0.10
-0.02 -0.04 0.20
0.16 0.10 -0.13
-0.14 0.20 0.03
-0.38 0.36 -0.20
-0.02 -0.33 -0.04
0.11 -0.02 0.13
0.17 -0.08 0.29
0.08 -0.39 -0.12
-0.29 0.07 0.14
-0.07 -0.12 0.03
-0.09 0.33 0.05
0.11 -0.24 -0.01
0.10 0.05 -0.08
0.44 0.27 -0.35
-0.14 -0.03 0.00
-0.08 0.12 0.03
-0.10 -0.02 0.12
0.03 -0.09 -0.03
0.05 -0.05 -0.09
0.03 0.08 -0.03
0.04 0.07 0.05
0.05 -0.10 -0.03
-0.12 0.07 0.04
0.19 -0.09 0.07
0.12 -0.09 -0.08
-0.13 0.01 -0.07
0.07 0.04 0.15
0.03 -0.05 0.03
0.08 0.03 0.00
-0.08 0.09 -0.04
-0.04 0.01 -0.13
-0.10 0.00 -0.02
0.05 0.11 -0.07
0.09 -0.04 -0.05
-0.09 -0.09 0.06

E_LUMO	0.0263	Eh
HOMO energy	-8.53	eV
spin multiplicity	1
SMILES string	CCCCNC(=O)CN1C(=O)[C@@H](CC)Oc2ccc(Cl)cc21

=====

- The highest spin multiplicity belongs to which entry?
  C16H21BCl2O4Pd